C28H46BrN3P2PdS as an isolated structure at a distorted geometry, computed with wB97M-V/def2-TZVPD.

Structure (XYZ):
```
82
Properties=species:S:1:pos:R:3:lowdin_spin:R:1
C 2.20 5.35 -1.17 0.0013
C 1.16 5.37 -2.12 0.0008
C 1.37 4.85 -3.41 0.0013
C 2.54 4.10 -3.61 -0.0002
N 3.43 3.93 -2.62 0.0013
C 3.32 4.57 -1.45 -0.0001
C -0.15 5.68 -1.62 0.0101
C -1.13 5.35 -0.95 -0.0017
C -1.67 4.10 -0.52 0.0114
C -1.57 2.97 -1.39 -0.0002
C -1.41 1.71 -0.79 0.0186
C -1.28 1.72 0.60 0.0293
C -2.01 2.67 1.34 0.0092
C -2.13 3.95 0.79 -0.0041
Pd -0.43 0.29 1.77 0.4583
P 1.33 -0.35 0.46 0.1192
H 0.63 5.01 -4.20 0.0001
H 2.08 5.87 -0.22 0.0000
H 2.71 3.60 -4.57 0.0000
H 4.12 4.45 -0.70 0.0000
H -2.53 4.82 1.33 -0.0005
H -1.60 3.11 -2.48 -0.0001
H -2.47 2.41 2.31 0.0000
H -1.46 0.76 -1.33 0.0072
C 1.83 -2.10 0.60 0.0128
C 2.86 -2.63 -0.39 0.0047
H 0.89 -2.67 0.53 0.0025
H 2.19 -2.20 1.64 -0.0002
H 3.08 -3.68 -0.15 0.0008
H 2.52 -2.61 -1.43 0.0001
H 3.82 -2.10 -0.34 0.0001
C 1.26 -0.05 -1.33 0.0340
C 2.57 0.27 -2.04 0.0105
H 0.55 0.76 -1.50 0.0015
H 0.79 -0.95 -1.76 0.0097
H 2.34 0.44 -3.10 0.0021
H 3.03 1.20 -1.67 0.0007
H 3.29 -0.55 -1.97 0.0001
C 2.59 0.75 1.19 0.0141
C 4.01 0.22 1.22 0.0047
H 2.23 1.01 2.20 0.0024
H 2.50 1.68 0.61 -0.0001
H 4.62 0.92 1.80 0.0011
H 4.10 -0.77 1.68 0.0001
H 4.45 0.18 0.21 0.0000
Br -1.86 -1.63 2.61 0.1520
P -1.84 -2.34 -1.62 0.5846
C -0.72 -3.51 -2.43 0.0778
C -1.34 -4.83 -2.87 0.0304
H 0.09 -3.69 -1.70 0.0072
H -0.24 -3.01 -3.29 -0.0003
H -0.56 -5.49 -3.27 0.0065
H -1.80 -5.36 -2.03 0.0010
H -2.09 -4.69 -3.65 0.0000
C -3.03 -3.32 -0.63 0.0711
C -4.44 -3.59 -1.14 0.0214
H -3.09 -2.76 0.33 0.0113
H -2.56 -4.27 -0.37 0.0014
H -5.04 -4.05 -0.34 0.0038
H -4.95 -2.67 -1.44 0.0009
H -4.47 -4.28 -1.99 0.0003
C -2.75 -1.39 -2.87 0.0760
C -3.15 -2.10 -4.15 0.0312
H -2.11 -0.53 -3.13 0.0058
H -3.65 -0.96 -2.41 -0.0004
H -3.70 -1.42 -4.81 0.0068
H -2.28 -2.47 -4.71 0.0006
H -3.81 -2.95 -3.94 0.0000
C 1.08 -1.41 5.72 0.0019
N 1.15 -0.11 5.05 0.0184
C 0.06 0.55 4.63 0.0162
S 0.25 1.82 3.51 0.0836
N -1.15 0.21 5.17 0.0220
C -1.41 0.32 6.60 0.0013
H 0.13 -1.91 5.49 0.0008
H 1.16 -1.24 6.80 0.0011
H 1.92 -2.04 5.37 0.0002
H 2.03 0.16 4.59 0.0005
H -1.95 0.45 4.58 0.0011
H -2.23 1.04 6.75 0.0003
H -1.71 -0.65 7.02 0.0004
H -0.53 0.69 7.13 0.0003
```

Computed properties:
Gap between HOMO and LUMO (spin up / spin down), eV: 5.76 / 3.87
Energy relative to the best compared isomer or geometry (same formula, charge and spin), kcal per mole: 45.7
<S²>: 2.0087
Total charge: +2
Spin multiplicity: 3
Lowest unoccupied orbital energy (spin up / spin down), eV: -6.96 / -8.81

C28H46BrN3P2V as an isolated structure at a distorted geometry, computed with wB97M-V/def2-TZVPD.

Structure (XYZ):
```
81
Properties=species:S:1:pos:R:3:lowdin_spin:R:1
N -7.04 5.45 -6.66 0.0000
C -6.83 6.06 -5.49 0.0000
C -6.04 5.49 -4.48 -0.0002
C -5.43 4.23 -4.70 0.0000
C -5.68 3.61 -5.95 -0.0001
C -6.49 4.26 -6.90 0.0000
C -4.54 3.63 -3.72 -0.0010
V -0.07 -0.02 -0.20 0.0118
P 5.80 -0.86 -1.05 0.6162
C -3.66 2.65 -4.04 -0.0003
C -2.72 2.12 -3.11 -0.0005
C -1.54 1.55 -3.63 -0.0024
C -0.49 1.27 -2.76 0.0000
C -0.72 1.44 -1.39 -0.0050
C -1.91 1.92 -0.84 -0.0009
C -2.92 2.27 -1.73 0.0011
Br 2.07 0.80 -0.81 0.0033
H -4.56 4.07 -2.72 0.0000
H -3.57 2.30 -5.06 0.0000
H -5.89 6.04 -3.56 0.0000
H -5.26 2.64 -6.21 0.0000
H -7.30 7.04 -5.34 0.0000
H -6.69 3.80 -7.87 0.0000
H -1.44 1.42 -4.71 -0.0001
H -3.88 2.68 -1.38 0.0000
H 0.49 0.98 -3.14 0.0000
H -2.01 2.10 0.23 -0.0001
P -0.65 -2.09 -0.96 -0.0001
C 5.43 0.92 -0.86 0.0939
C 6.59 1.80 -1.33 0.0123
H 5.22 1.09 0.20 0.0006
H 4.53 1.14 -1.44 0.0175
H 6.45 2.82 -0.96 -0.0003
H 7.55 1.42 -0.96 0.0038
H 6.64 1.84 -2.43 0.0002
C 5.09 -1.30 -2.68 0.0899
C 5.87 -2.46 -3.34 0.0137
H 5.16 -0.40 -3.30 0.0010
H 4.03 -1.55 -2.54 0.0156
H 5.60 -2.53 -4.40 -0.0002
H 6.95 -2.30 -3.28 0.0039
H 5.64 -3.42 -2.86 0.0003
C 4.77 -1.74 0.18 0.0906
C 5.60 -2.03 1.44 0.0148
H 4.47 -2.69 -0.29 0.0005
H 3.87 -1.14 0.39 0.0156
H 5.09 -2.77 2.07 0.0000
H 6.58 -2.44 1.18 0.0048
H 5.76 -1.13 2.04 0.0003
C -0.53 -3.44 0.25 -0.0001
C -1.62 -4.52 0.22 0.0000
H -0.50 -2.97 1.24 0.0000
H 0.45 -3.91 0.09 0.0000
H -2.58 -4.16 0.62 0.0000
H -1.80 -4.91 -0.79 0.0000
H -1.31 -5.37 0.84 0.0000
C 0.56 -2.50 -2.27 0.0002
C 0.04 -2.47 -3.70 0.0000
H 0.96 -3.49 -2.02 0.0000
H 1.39 -1.78 -2.15 0.0005
H -0.68 -3.28 -3.89 0.0000
H -0.44 -1.52 -3.95 0.0000
H 0.88 -2.60 -4.40 0.0000
C -2.33 -2.08 -1.67 0.0003
C -3.41 -1.60 -0.70 0.0001
H -2.55 -3.09 -2.04 0.0000
H -2.31 -1.42 -2.56 0.0000
H -4.09 -0.91 -1.21 0.0000
H -4.01 -2.44 -0.32 0.0000
H -3.00 -1.06 0.17 0.0001
C 0.28 0.85 4.66 -0.0001
N -0.88 0.21 4.01 -0.0004
C -2.01 -0.19 4.88 -0.0001
C -0.93 0.12 2.73 -0.0008
N -0.67 0.06 1.57 0.0000
H 0.14 0.78 5.74 0.0000
H 0.35 1.92 4.39 0.0000
H 1.22 0.36 4.38 0.0000
H -2.89 0.43 4.68 0.0000
H -2.27 -1.24 4.73 0.0000
H -1.69 -0.04 5.92 0.0000
```

Computed properties:
Gap between HOMO and LUMO (spin up / spin down), eV: 3.96 / 3.92
Energy relative to the best compared isomer or geometry (same formula, charge and spin), kcal per mole: 0.0
<S²>: 0.7526
Total charge: +4
Spin multiplicity: 2
Lowest unoccupied orbital energy (spin up / spin down), eV: -14.40 / -14.42

C28H46BrNOP2V as an isolated structure at a distorted geometry, computed with wB97M-V/def2-TZVPD.

Structure (XYZ):
```
80
Properties=species:S:1:pos:R:3:lowdin_spin:R:1
N 3.88 -9.79 1.49 0.0075
C 2.60 -9.83 1.12 0.0004
C 1.80 -8.67 1.09 0.0050
C 2.36 -7.41 1.42 0.0079
C 3.72 -7.41 1.78 0.0042
C 4.43 -8.63 1.83 0.0007
C 1.55 -6.19 1.36 -0.0026
V -1.48 0.35 0.29 -0.0090
P -0.35 4.44 -4.40 0.6219
C 1.95 -5.04 0.76 0.0074
C 1.15 -3.84 0.63 -0.0073
C 1.73 -2.69 0.01 -0.0002
C 0.98 -1.52 -0.14 -0.0032
C -0.32 -1.51 0.33 -0.0051
C -0.93 -2.60 0.94 -0.0031
C -0.19 -3.78 1.08 -0.0005
Br -2.21 2.56 -0.42 0.0072
H 0.56 -6.26 1.80 -0.0001
H 2.93 -5.01 0.29 0.0004
H 0.76 -8.75 0.78 0.0001
H 4.24 -6.49 2.05 0.0001
H 2.18 -10.79 0.83 -0.0001
H 5.48 -8.65 2.14 0.0000
H 2.77 -2.73 -0.34 0.0001
H -0.65 -4.65 1.56 0.0001
H 1.40 -0.63 -0.64 -0.0001
H -1.97 -2.52 1.29 -0.0001
P 0.23 1.38 1.69 0.0005
C -0.98 2.77 -4.87 0.0899
C -0.89 2.54 -6.38 0.0107
H -2.02 2.71 -4.53 0.0012
H -0.39 2.01 -4.32 0.0148
H -1.60 1.77 -6.68 -0.0002
H -1.12 3.46 -6.93 0.0046
H 0.11 2.20 -6.68 0.0003
C 1.32 3.95 -3.79 0.0877
C 2.33 5.10 -3.84 0.0099
H 1.64 3.13 -4.44 0.0010
H 1.21 3.57 -2.77 0.0155
H 3.35 4.69 -3.84 -0.0002
H 2.20 5.71 -4.74 0.0039
H 2.24 5.75 -2.96 0.0002
C -1.22 4.67 -2.80 0.0971
C -2.42 5.61 -2.86 0.0094
H -0.48 5.02 -2.06 0.0017
H -1.54 3.66 -2.49 0.0153
H -2.66 5.97 -1.86 -0.0003
H -2.21 6.47 -3.50 0.0038
H -3.31 5.10 -3.25 0.0002
C -0.53 2.76 2.61 0.0005
C -0.20 2.86 4.10 0.0001
H -1.62 2.69 2.46 0.0001
H -0.22 3.68 2.09 0.0000
H -0.63 2.04 4.68 0.0000
H 0.88 2.90 4.28 0.0000
H -0.63 3.79 4.49 0.0000
C 1.59 2.15 0.73 0.0001
C 2.99 1.53 0.85 0.0000
H 1.62 3.20 1.04 0.0000
H 1.25 2.13 -0.32 0.0003
H 3.53 1.91 1.72 0.0000
H 2.98 0.43 0.90 0.0000
H 3.58 1.81 -0.04 0.0000
C 1.00 0.23 2.88 -0.0002
C -0.02 -0.60 3.66 -0.0002
H 1.64 0.82 3.56 0.0000
H 1.66 -0.43 2.30 -0.0001
H 0.37 -1.62 3.81 0.0000
H -0.24 -0.18 4.64 0.0000
H -0.98 -0.71 3.12 -0.0001
C -4.84 1.27 2.35 0.0000
C -4.48 0.60 1.07 0.0001
C -5.46 0.76 -0.03 0.0000
O -3.41 -0.04 0.94 0.0004
H -5.91 1.50 2.34 0.0000
H -4.29 2.22 2.43 0.0000
H -4.63 0.65 3.23 0.0000
H -5.11 1.54 -0.72 0.0000
H -5.63 -0.16 -0.60 0.0000
H -6.42 1.09 0.39 0.0000
```

Computed properties:
Gap between HOMO and LUMO (spin up / spin down), eV: 4.23 / 4.23
<S²>: 0.7548
Total charge: +4
Spin multiplicity: 2
Lowest unoccupied orbital energy (spin up / spin down), eV: -15.00 / -14.99

C28H46F6HfN3O23 as an isolated structure at a distorted geometry, computed with wB97M-V/def2-TZVPD.

Structure (XYZ):
```
107
Properties=species:S:1:pos:R:3:lowdin_charge:R:1
Hf 27.37 19.89 -11.87 2.2534
C 24.59 17.32 -12.11 -0.3627
O 25.13 16.64 -10.99 -0.0973
O 25.33 18.54 -12.20 -0.2647
C 24.43 16.48 -13.40 -0.5694
F 24.19 17.30 -14.41 0.1658
F 25.62 15.88 -13.61 0.1402
F 23.46 15.54 -13.38 0.1327
C 24.26 15.76 -10.27 -0.2765
C 25.22 14.99 -9.41 -0.0713
H 25.93 14.44 -10.03 0.0860
H 25.86 15.77 -8.99 0.0764
H 24.73 14.37 -8.67 0.0721
H 23.72 15.06 -10.89 0.1070
H 23.50 16.31 -9.71 0.1119
H 23.55 17.52 -11.86 0.1420
C 29.80 21.18 -9.24 -0.3204
O 29.03 22.38 -9.24 -0.0898
O 29.04 20.34 -10.12 -0.2907
C 31.36 21.31 -9.62 -0.4831
F 32.18 21.83 -8.69 0.1182
F 32.01 20.22 -10.05 0.1343
F 31.45 22.16 -10.70 0.0772
C 29.35 23.34 -8.24 -0.2550
C 28.44 24.54 -8.56 -0.0595
H 28.72 25.41 -7.97 0.0682
H 28.67 24.84 -9.59 0.0496
H 27.37 24.35 -8.47 0.0814
H 30.35 23.75 -8.32 0.1071
H 29.18 23.00 -7.22 0.1160
H 29.73 20.67 -8.28 0.1462
N 26.28 21.87 -14.60 -0.6171
O 25.87 23.01 -14.40 0.0006
O 26.20 21.05 -13.76 -0.1104
O 27.10 21.65 -15.51 -0.0257
N 28.94 16.60 -11.11 -0.6044
O 29.29 15.88 -12.03 -0.0175
O 28.18 17.54 -11.32 -0.1279
O 29.52 16.49 -9.98 -0.0509
N 25.26 22.55 -10.75 -0.6092
O 26.02 21.58 -10.94 -0.1705
O 24.49 22.50 -9.82 0.0134
O 25.28 23.46 -11.51 0.0544
C 20.83 20.62 -18.89 -0.1650
O 21.93 21.27 -18.33 -0.1817
C 22.47 20.48 -17.22 -0.1603
C 22.99 21.29 -16.04 -0.1710
O 22.94 20.42 -14.88 -0.1890
C 22.92 20.97 -13.58 -0.0929
H 20.62 21.31 -19.70 0.0854
H 19.90 20.52 -18.32 0.0844
H 21.11 19.64 -19.28 0.0831
H 23.22 19.83 -17.66 0.1111
H 21.69 19.81 -16.85 0.1159
H 22.43 22.21 -15.90 0.1198
H 23.93 21.81 -16.20 0.1140
H 22.08 21.65 -13.44 0.0776
H 23.74 21.67 -13.41 0.0659
H 22.91 20.18 -12.83 0.0870
O 29.64 19.74 -12.87 -0.0312
C 30.63 19.86 -13.64 -0.4252
O 30.46 20.35 -14.84 0.0707
C 31.70 20.34 -15.56 -0.1217
C 32.76 20.00 -14.56 -0.1367
C 32.01 19.41 -13.35 -0.0257
H 31.80 21.31 -16.04 0.1287
H 31.58 19.52 -16.28 0.1306
H 33.29 20.87 -14.18 0.1140
H 33.62 19.40 -14.85 0.1164
H 32.42 19.82 -12.42 0.1213
H 31.77 18.35 -13.25 0.1532
O 26.45 19.28 -9.67 -0.0488
C 26.17 19.36 -8.43 -0.3042
O 27.09 19.12 -7.46 0.0563
C 26.44 19.12 -6.19 -0.1712
C 24.98 18.92 -6.43 -0.1687
C 24.74 19.58 -7.81 -0.0210
H 26.58 20.05 -5.63 0.1259
H 26.84 18.30 -5.60 0.1273
H 24.30 19.25 -5.64 0.1150
H 24.76 17.85 -6.54 0.1123
H 24.40 20.61 -7.93 0.1139
H 24.05 18.92 -8.33 0.1163
O 28.29 22.16 -12.30 0.0047
C 29.06 22.98 -12.77 -0.3712
O 29.28 22.84 -14.08 0.0397
C 29.90 24.00 -14.60 -0.1478
C 30.41 24.75 -13.40 -0.1548
C 29.74 24.22 -12.14 -0.0286
H 29.16 24.52 -15.21 0.1351
H 30.66 23.76 -15.34 0.1185
H 30.16 25.80 -13.55 0.1138
H 31.49 24.71 -13.26 0.1138
H 29.05 24.97 -11.75 0.1228
H 30.46 23.95 -11.37 0.1061
O 27.57 18.67 -14.04 -0.0511
C 27.30 18.27 -15.22 -0.3618
O 26.44 18.89 -16.04 0.0306
C 26.22 18.15 -17.26 -0.1298
C 26.76 16.77 -16.97 -0.1287
C 27.91 17.08 -15.96 -0.0467
H 26.73 18.68 -18.07 0.1303
H 25.14 18.18 -17.34 0.1202
H 27.19 16.09 -17.70 0.1134
H 25.95 16.26 -16.45 0.1091
H 28.87 17.35 -16.39 0.1228
H 28.11 16.35 -15.17 0.1275
```

Computed properties:
Gap between HOMO and LUMO, eV: 7.51
Total charge: -1
Spin multiplicity: 1
Lowest unoccupied orbital energy, eV: 1.99

- Look up the total charge of the first one.
  +2

- Which formula does entry 3 have?
  C28H46BrNOP2V

- Number 2 is which compound?
  C28H46BrN3P2V

- Among the records above, which one has the lowest total charge?
  C28H46F6HfN3O23